Entry 1:
Computed, not measured: a molecular structure, C38H43CsN7O3P, with ωB97M-V with the def2-TZVPD basis set.

```
93
Properties=species:S:1:pos:R:3:forces:R:3:lowdin_charge:R:1
Cs 0.3626 0.3407 0.9834 0.88 -0.66 0.33 1.066
P 3.0593 0.2968 -1.2831 0.18 -0.06 0.06 0.801
O 3.5176 -1.0001 -0.4049 -0.04 -0.04 -0.02 -0.348
O 4.3248 0.2720 -2.3278 -0.12 0.21 -0.08 -0.322
O 3.4130 1.4308 -0.1840 -0.02 -0.12 -0.22 -0.359
N -0.5618 2.1239 3.0664 -0.09 0.34 0.15 -0.045
N -0.6995 2.0616 -1.0043 -0.26 0.20 -0.40 -0.057
N -1.8195 2.1571 3.5348 0.18 -0.03 -0.09 -0.096
N 0.0761 -2.2749 -0.8946 -0.05 0.02 0.01 0.046
N -2.0173 -5.9031 -4.2306 0.00 0.00 0.00 0.175
N -2.3824 0.6957 1.1221 -0.65 -0.11 -0.16 -0.116
N -1.8677 1.7195 -1.5794 0.14 0.02 0.23 -0.094
C -2.4846 0.4515 -1.3387 -0.06 0.07 -0.01 -0.156
C 3.3477 -1.5401 3.0298 0.02 -0.02 -0.02 -0.088
C 4.9897 -2.7839 -1.0821 0.03 -0.03 0.02 -0.061
C -2.8320 -0.2920 -2.4581 0.05 -0.10 0.06 0.007
C -4.9495 3.7945 2.4641 0.17 -0.05 0.09 -0.304
C 1.5644 -3.1118 2.6798 0.01 -0.06 0.01 -0.101
C 0.7651 -2.4081 3.5714 -0.04 0.01 -0.01 -0.102
C -3.4149 -1.2292 0.0566 0.07 0.03 0.07 -0.018
C -3.7727 3.4632 3.1282 -0.16 0.01 -0.13 -0.004
C -1.4093 3.7227 -2.3561 -0.08 -0.03 0.05 -0.059
C 0.2136 2.0336 4.1378 -0.03 -0.01 -0.04 -0.211
C -3.4780 -1.5174 -2.3435 -0.02 0.06 0.02 -0.287
C 3.9494 -0.1445 -4.6741 -0.05 0.00 -0.13 -0.076
C -0.3776 -3.0103 -3.1251 0.00 0.03 0.11 -0.008
C -2.7722 0.0128 -0.0273 0.17 0.01 0.01 -0.341
C -0.4259 3.2713 -1.4625 0.08 0.01 -0.01 -0.156
C -3.2182 1.6669 1.5325 0.07 0.15 0.10 -0.265
C -5.2517 3.0348 1.3411 -0.05 -0.02 -0.06 -0.066
C -4.4327 2.0188 0.8885 -0.06 0.10 -0.01 -0.023
C -1.5600 -5.1253 -3.5201 -0.01 -0.03 -0.06 -0.177
C -1.0799 -4.3402 -1.2514 0.10 0.19 -0.04 0.004
C 1.2604 -1.2731 4.1973 -0.06 0.04 -0.04 -0.114
C -5.8150 4.9339 2.9181 -0.12 0.10 0.06 -0.072
C 2.8547 -2.6805 2.4111 0.02 0.01 -0.01 -0.091
C -1.8413 2.0863 4.8807 -0.15 -0.04 0.02 -0.070
C -2.3190 2.6931 -2.3949 -0.18 0.05 -0.07 -0.067
C 5.7462 2.1569 -0.1190 0.04 0.03 -0.05 -0.069
C 4.6194 1.4557 0.6058 -0.05 0.00 0.12 -0.269
C 4.0959 0.9082 -3.6021 0.11 -0.02 0.20 -0.307
C 0.1300 -2.1007 -2.2123 0.04 0.02 -0.05 -0.139
C 3.5698 -2.2688 -1.0741 -0.11 0.04 0.03 -0.310
C -2.9504 2.4354 2.7016 0.02 0.01 0.02 -0.133
C -3.8547 -2.3132 -3.5608 0.04 -0.07 -0.13 -0.052
C -3.7591 -1.9719 -1.0595 0.02 0.00 -0.03 -0.053
C 2.5514 -0.8400 3.9233 0.00 0.04 0.06 -0.105
C -0.9934 -4.1512 -2.6259 -0.03 -0.10 0.01 -0.226
C -0.5290 -3.3648 -0.4351 -0.04 -0.11 0.00 -0.126
C -0.5393 2.0082 5.3206 -0.02 -0.04 0.02 -0.072
H 2.9381 0.0448 4.4141 0.00 0.00 0.00 0.103
H 0.6317 -0.7103 4.8745 0.00 -0.01 0.03 0.098
H 5.4208 3.1389 -0.4620 -0.01 0.02 -0.01 0.083
H -2.5671 0.0958 -3.4362 -0.01 -0.01 -0.02 0.127
H -5.4275 5.9022 2.5899 0.02 0.00 -0.01 0.074
H 6.5952 2.2991 0.5509 -0.01 -0.03 0.05 0.079
H 4.3471 1.9939 1.5152 0.02 -0.01 -0.02 0.119
H -4.6484 -1.8336 -4.1367 -0.02 0.04 0.05 0.082
H 6.0803 1.5782 -0.9782 -0.02 0.00 -0.01 0.067
H 3.2049 1.5414 -3.5465 -0.01 -0.02 -0.03 0.099
H -3.0059 -2.4353 -4.2384 -0.01 0.00 0.01 0.066
H 3.1851 -2.1696 -2.0944 0.03 -0.03 -0.02 0.095
H 3.0706 -0.7637 -4.4830 0.01 -0.01 0.03 0.067
H -3.4710 4.0240 4.0062 -0.01 0.03 0.01 0.118
H 5.0468 -3.7611 -1.5633 -0.05 -0.02 -0.02 0.081
H -1.4632 4.6664 -2.8674 -0.02 0.02 -0.02 0.090
H -1.5633 -5.2088 -0.8297 -0.02 -0.03 -0.03 0.124
H 1.1871 -4.0078 2.2025 0.00 -0.01 0.00 0.099
H 4.9504 1.5622 -3.7804 0.00 -0.04 -0.05 0.117
H -2.7847 2.0925 5.3985 0.03 -0.01 0.08 0.126
H 5.6397 -2.0941 -1.6177 0.01 0.04 -0.01 0.075
H 4.8261 -0.7907 -4.7064 0.02 0.00 0.03 0.080
H -6.1663 3.2411 0.7939 -0.01 0.01 0.00 0.106
H 2.8938 -2.9368 -0.5372 0.03 -0.02 -0.02 0.098
H -5.8989 4.9716 4.0061 0.03 -0.01 0.01 0.071
H -0.2458 -2.7383 3.7753 0.01 -0.01 0.01 0.109
H 1.2832 1.9770 4.0058 0.03 0.03 0.06 0.091
H 0.6054 -1.1853 -2.5502 0.00 0.00 -0.02 0.095
H 0.4662 3.7745 -1.1252 0.03 0.01 -0.03 0.104
H -4.2630 -2.9239 -0.9331 -0.01 -0.02 0.00 0.112
H 3.8246 0.3154 -5.6558 0.02 0.03 0.01 0.079
H 4.8808 0.4336 0.8803 0.05 0.03 -0.02 0.098
H -0.5845 -3.4662 0.6424 0.00 0.02 0.02 0.103
H -3.2618 2.5805 -2.9024 0.00 0.04 -0.04 0.127
H 3.4798 -3.2335 1.7226 0.01 -0.01 -0.01 0.096
H -0.3071 -2.8249 -4.1872 -0.02 -0.04 -0.02 0.125
H -4.2030 -3.3096 -3.2888 0.00 -0.01 0.01 0.075
H -6.8266 4.8404 2.5207 0.01 -0.01 -0.02 0.069
H 5.3609 -2.8882 -0.0618 0.01 0.02 0.02 0.075
H 4.3537 -1.2019 2.8171 0.01 0.00 -0.01 0.103
H -4.7443 1.4614 0.0147 0.04 -0.05 -0.01 0.102
H -3.6503 -1.5857 1.0523 -0.01 -0.02 0.00 0.117
H -0.1921 1.9340 6.3357 0.00 0.00 0.02 0.090
```
Forces are in eV/Å.

## Properties
net charge = 0
Kohn-Sham gap = 5.604 eV
E = -66514.8115 eV

***

Entry 2:
Computed, not measured: a molecular structure, C38H43EuIN5O2SSi2, with ωB97M-V with the def2-TZVPD basis set.

```
93
Properties=species:S:1:pos:R:3:forces:R:3:lowdin_charge:R:1
Eu -1.0923 -0.4575 0.3740 -0.49 -0.30 0.25 1.194
I -5.2588 -0.2968 -1.9287 -0.34 -0.22 0.02 0.838
S -2.1617 -0.9615 3.0524 0.22 -0.05 0.30 0.501
Si 1.9311 1.4784 0.7488 0.70 -0.20 0.41 0.460
Si -0.3384 -3.1808 -0.0469 0.26 -1.56 -0.36 0.592
O 0.6321 0.7661 0.2095 1.20 0.97 -0.34 -0.497
O -3.2942 -1.2272 0.0911 -1.37 -0.88 -0.15 -0.283
N -4.2444 -2.8499 1.3134 0.02 -0.35 0.21 0.190
N -4.4136 0.1666 3.7717 -0.51 0.23 0.32 0.040
N -2.6328 1.3706 1.0276 0.23 0.32 -0.22 -0.078
N -1.7289 1.2255 -1.4667 -0.10 0.47 -0.30 0.018
N -3.3197 1.3495 2.1765 -1.07 1.25 0.37 -0.018
C 3.5851 3.6291 -0.3193 0.12 0.09 0.07 -0.104
C 2.9214 -3.3689 -2.6888 0.03 0.05 -0.14 -0.115
C 3.3278 0.1637 0.9713 0.02 0.16 0.00 -0.593
C 2.1589 3.6067 4.3607 0.13 0.11 0.12 -0.105
C 1.6648 -3.1931 -2.1408 -0.06 0.01 -0.03 -0.138
C -1.9063 3.5936 -1.7453 0.02 -0.11 0.06 -0.014
C -3.1587 -3.7174 -3.1538 -0.12 0.03 -0.16 -0.117
C 0.9777 3.2599 4.9939 -0.03 0.05 0.05 -0.109
C -3.3448 0.2879 2.9344 0.90 -0.49 -0.34 -0.909
C 1.3707 -3.6006 -0.8412 -0.52 -0.01 0.18 -0.375
C 3.1911 4.7058 -2.4247 -0.01 0.06 -0.06 -0.109
C 2.4756 2.8113 -0.4875 0.02 -0.28 0.39 -0.191
C -2.6002 -5.9068 -2.3644 -0.03 -0.15 0.01 -0.112
C -2.2948 -3.1711 -2.2181 0.11 0.32 0.00 -0.155
C 2.4444 3.0966 3.1077 0.12 0.09 -0.03 -0.108
C -1.5622 -3.9691 -1.3436 0.51 0.25 0.34 -0.363
C 4.6323 0.7043 1.5512 -0.25 0.12 -0.04 -0.100
C 3.6530 -4.3959 -0.6592 0.15 -0.01 0.07 -0.117
C 3.9248 -3.9703 -1.9480 0.15 -0.06 -0.04 -0.127
C -1.4449 2.2069 -3.6326 -0.03 0.07 0.09 -0.073
C 1.7437 2.9571 -1.6596 -0.22 -0.14 -0.03 -0.086
C 2.8084 -0.9266 1.9085 -0.38 0.23 -0.12 -0.091
C -1.6616 3.4692 -3.0991 0.01 -0.24 0.05 -0.079
C 3.6136 -0.4334 -0.4044 -0.26 0.14 0.02 -0.090
C -3.3218 -5.0917 -3.2207 -0.12 0.03 -0.14 -0.121
C 0.3980 1.8889 3.1173 -0.35 -0.35 -0.34 -0.101
C 2.0857 3.8935 -2.6170 0.03 0.10 -0.17 -0.094
C 1.5698 2.2378 2.4562 0.18 -0.09 -0.47 -0.197
C -1.9571 2.4493 -0.9404 0.12 -0.24 -0.47 -0.230
C -5.4934 -1.8981 -0.5307 -0.07 0.31 -0.28 -0.525
C -4.2477 -1.9655 0.3160 0.60 0.39 -0.14 -0.655
C -1.7286 -5.3468 -1.4468 -0.09 -0.11 0.00 -0.124
C -1.4709 1.1260 -2.7654 -0.05 -0.03 0.02 -0.150
C 3.9453 4.5640 -1.2724 0.17 0.16 -0.06 -0.102
C 2.3938 -4.2055 -0.1165 0.02 0.03 0.08 -0.141
C -2.5833 3.8272 1.1510 0.00 -0.25 0.00 -0.036
C 0.0960 2.3923 4.3704 -0.09 0.00 0.18 -0.087
C -2.3614 2.5117 0.4628 -0.43 -0.37 0.96 -0.284
H -5.0475 0.9509 3.8061 0.11 0.03 0.03 0.081
H 0.7505 3.6681 5.9687 -0.04 0.00 0.10 0.091
H 1.4969 3.9812 -3.5204 -0.06 0.02 -0.06 0.091
H 2.2051 -4.5188 0.9014 -0.04 -0.08 0.11 0.086
H -1.2687 2.0630 -4.6870 0.06 -0.05 -0.07 0.099
H 4.1882 3.5372 0.5703 0.14 0.01 0.14 0.079
H 3.5196 -1.7507 1.9921 0.10 -0.09 -0.04 0.080
H -1.1581 -5.9867 -0.7898 0.06 -0.13 0.09 0.087
H -2.7132 -6.9811 -2.4193 -0.02 -0.11 -0.01 0.090
H -4.0029 -5.5211 -3.9436 -0.03 -0.04 -0.05 0.089
H -1.2893 0.1220 -3.1391 0.02 0.01 0.02 0.108
H -4.2644 -0.3486 4.6240 0.01 0.02 -0.14 0.061
H 4.3636 -1.2233 -0.3494 0.12 -0.12 0.03 0.079
H -3.4506 -2.8413 1.9500 -0.07 0.14 -0.05 0.043
H 1.8563 -1.3313 1.5455 0.10 -0.08 0.06 0.048
H -2.5295 3.6789 2.2268 -0.04 -0.02 0.00 0.064
H 4.8231 5.1789 -1.1237 0.04 0.07 0.03 0.094
H -1.6451 4.3409 -3.7351 0.01 0.13 -0.04 0.103
H 3.3670 3.3718 2.6205 0.19 0.13 0.00 0.081
H 2.8619 4.2684 4.8483 0.04 0.08 0.04 0.092
H -3.5731 4.2124 0.9113 -0.16 0.16 0.00 0.083
H 3.9725 0.3453 -1.0751 0.13 0.05 -0.23 0.074
H 5.0711 1.4492 0.8925 0.17 0.16 -0.08 0.062
H -0.4167 -4.3005 0.9853 0.09 0.05 -0.05 -0.071
H 0.8930 2.3103 -1.8173 -0.13 -0.07 -0.01 0.076
H 3.1226 -3.0216 -3.6926 0.04 0.01 -0.12 0.092
H -0.2896 1.1932 2.6283 0.12 0.26 0.32 0.034
H 3.4654 5.4447 -3.1646 0.03 0.04 -0.09 0.091
H -1.8373 4.5636 0.8657 0.09 0.05 -0.09 0.073
H 4.4287 -4.8667 -0.0680 0.06 -0.02 0.02 0.091
H -2.0805 4.5676 -1.3212 -0.02 0.10 0.11 0.102
H -0.8175 2.1022 4.8720 -0.10 -0.06 -0.05 0.098
H 0.8935 -2.7169 -2.7358 -0.07 0.05 -0.06 0.091
H -5.6458 -2.8159 -1.0942 0.05 0.00 -0.01 0.051
H 4.9125 -4.0974 -2.3674 0.10 -0.02 -0.06 0.088
H -3.6982 -3.0751 -3.8380 -0.08 0.07 -0.01 0.086
H -5.0193 -3.4612 1.4970 -0.01 0.07 -0.06 0.111
H 4.4741 1.1500 2.5314 0.03 0.10 0.16 0.066
H -2.1865 -2.0844 -2.1630 -0.09 -0.21 -0.05 0.060
H 5.3541 -0.1047 1.6684 0.15 -0.15 0.00 0.077
H 2.7091 -0.8601 -0.8350 -0.05 -0.09 -0.08 0.065
H -6.3650 -1.6888 0.0862 -0.02 0.01 -0.07 0.049
H 2.6437 -0.5105 2.9017 -0.07 -0.05 0.20 0.076
```
Forces are in eV/Å.

## Properties
multiplicity = 8
net charge = -1
<S²> = 15.761
Kohn-Sham gap (alpha / beta) = 4.755 / 5.874 eV
E = -105675.3574 eV

***

Summary of relative energy (zero: lowest compared OMol25 entry of this formula, charge and spin) in kcal per mole
6.0, 46.5
(order as listed above)